Record 1
An isolated molecule of C3H3NO3 in a non-equilibrium geometry. Source: the OMol25 dataset; level of theory: ωB97M-V/def2-TZVPD.

The value obtained for the highest occupied orbital energy is -10.04 eV. Its relative energy (zero: lowest compared OMol25 entry of this formula, charge and spin) is 6.4250 eV. The charge is 0. Its SMILES is O=C1C[C@H]1[N+](=O)[O-]. As for the spin multiplicity: 1. The calculation puts the HOMO-LUMO gap at 9.4 eV. The calculated total energy comes out at -396.3883 a.u.

Last column: Löwdin charge in e.
Atoms and positions in Å:
O 0.270 2.656 0.286  0.1434
O -2.456 -0.049 1.256  0.0860
O -3.238 0.312 -0.757  0.0801
N -2.395 0.192 0.088  -0.3257
C 0.047 1.487 0.102  -0.3478
C 0.385 0.057 0.334  0.0170
C -0.736 0.488 -0.573  -0.0085
H 1.215 -0.349 -0.023  0.0660
H -1.026 0.249 -1.603  0.1420
H -0.059 -0.222 1.334  0.1475

Record 2
A cluster of 12 separate species, C29H82FNO14S12 in total. Source: the OMol25 dataset; level of theory: ωB97M-V/def2-TZVPD.

The value obtained for the highest occupied orbital energy is -8.58 eV. The charge is 0. As for the spin multiplicity: 1. The calculation puts the HOMO-LUMO gap at 9.0 eV. The calculated total energy comes out at -7139.9626 a.u.

Last column: Löwdin charge in e.
Atoms and positions in Å:
S -1.854 3.389 -0.650  0.5915
S 2.335 -4.812 1.741  0.8217
S -2.877 -0.431 0.791  0.8493
S -5.739 3.518 -4.728  0.7978
S 5.047 -8.955 2.925  0.7951
S -1.176 -10.145 -3.936  0.7863
S -7.723 -2.558 -6.327  0.7979
S -3.911 5.675 -9.056  0.8069
S 7.544 9.424 7.456  0.8116
S -1.783 -5.174 -0.609  0.8345
S 2.644 -7.311 -1.603  0.8370
S 2.615 9.579 5.899  0.8188
F -1.253 4.406 -1.664  -0.1173
O 2.615 -6.277 1.746  -0.5703
O 5.941 -8.809 1.745  -0.5481
O -3.643 4.249 -8.730  -0.5577
O -2.297 4.136 0.477  -0.2391
O -1.555 0.264 0.813  -0.5578
O 2.141 8.547 4.934  -0.5653
O 6.323 10.265 7.330  -0.5593
O -2.770 2.557 -1.348  -0.2605
O -1.483 -4.569 0.726  -0.5778
O -7.196 3.217 -4.781  -0.5611
O 1.230 -7.800 -1.680  -0.5740
O -0.247 -9.919 -5.073  -0.5521
O -7.456 -3.967 -5.941  -0.5583
O 0.709 3.239 -0.309  -0.1354
N -0.483 2.517 -0.410  -0.1240
C 3.534 -4.056 2.844  -0.2667
C 8.401 9.977 8.933  -0.2713
C -6.218 -1.929 -7.081  -0.2723
C -1.330 -6.884 -0.417  -0.2644
C 1.588 11.028 5.634  -0.2692
C 3.459 -7.953 -3.064  -0.2578
C -5.008 2.840 -6.217  -0.2772
C -0.314 5.766 3.257  -0.4154
C 0.818 6.071 2.264  -0.1479
C -0.174 -10.665 -2.546  -0.2728
C -3.561 -5.391 -0.717  -0.2558
C -2.399 6.332 -9.768  -0.2725
C -0.011 4.599 4.197  -0.0748
C 4.280 -10.575 2.790  -0.2615
C 6.103 -9.362 4.320  -0.2726
C -2.986 -1.206 -0.821  -0.2468
C 0.729 5.399 0.887  -0.3611
C 3.492 -8.328 -0.405  -0.2811
C -2.664 -1.934 1.734  -0.2677
C 0.913 3.895 0.965  -0.1557
C -7.603 -1.576 -4.829  -0.2738
C -0.589 7.015 4.103  -0.0832
C 1.740 5.998 -0.097  -0.0547
C -3.808 6.580 -7.507  -0.2653
C -5.004 2.337 -3.597  -0.2787
C 0.902 -4.560 2.786  -0.2639
C 7.007 7.845 8.118  -0.2670
C -1.966 -11.733 -4.228  -0.2767
C 4.118 10.274 5.221  -0.2829
H 3.082 -8.079 0.574  0.0102
H 4.557 -8.100 -0.410  0.0539
H -3.924 2.931 -6.168  0.0564
H -4.650 6.271 -6.889  0.0428
H 4.524 -7.729 -3.006  0.0548
H -2.502 7.407 -9.908  0.0529
H 0.792 7.144 2.058  0.1121
H -2.256 5.847 -10.731  0.0492
H -8.438 -1.850 -4.187  0.0492
H 1.409 5.848 -1.125  0.0750
H 0.835 4.852 4.840  0.0842
H -5.312 1.333 -3.894  0.0490
H -0.270 5.609 0.497  0.1171
H 4.441 11.113 5.833  0.0443
H 0.579 10.778 5.957  0.0482
H 0.468 -11.492 -2.852  0.0588
H 6.708 -8.485 4.534  0.0486
H 2.725 5.538 0.002  0.0826
H 4.514 -4.155 2.382  0.0494
H -0.870 4.419 4.848  0.0758
H 1.973 11.855 6.230  0.0530
H -2.566 -12.004 -3.359  0.0501
H -1.218 5.537 2.683  0.1255
H 5.483 -9.602 5.184  0.0524
H 0.713 -3.493 2.907  0.0590
H -1.579 -7.448 -1.316  0.0557
H 3.519 -4.575 3.802  0.0556
H -3.065 -0.408 -1.557  0.0433
H -3.794 -5.960 -1.617  0.0591
H 3.291 -3.001 2.969  0.0536
H 0.063 -5.016 2.266  0.0136
H 1.827 7.074 0.057  0.0767
H 3.291 -9.028 -3.130  0.0575
H -5.363 2.558 -2.595  0.0514
H -5.303 1.795 -6.321  0.0472
H 1.588 11.279 4.573  0.0570
H -1.838 -7.293 0.457  0.0669
H -7.667 -0.516 -5.079  0.0506
H -0.253 -6.903 -0.284  0.0211
H 0.428 -9.807 -2.248  0.0082
H 0.344 7.359 4.551  0.0405
H -0.631 1.875 0.375  0.0739
H -5.370 3.412 -7.066  0.0305
H 1.066 -5.036 3.754  0.0605
H 3.937 10.578 4.190  0.0608
H -3.880 -1.830 -0.855  0.0474
H -6.661 -1.799 -4.326  0.0526
H 3.321 -9.380 -0.638  0.0612
H -2.871 6.334 -7.009  0.0611
H 6.744 -10.202 4.055  0.0572
H -0.819 -10.968 -1.719  0.0550
H -2.607 -11.624 -5.100  0.0471
H -3.874 7.649 -7.707  0.0541
H 8.773 10.981 8.738  0.0497
H 6.406 8.016 9.011  0.0601
H 4.880 9.502 5.258  0.0351
H -1.563 6.104 -9.108  0.0586
H 0.194 3.660 3.687  0.0561
H -5.375 -2.127 -6.419  0.0565
H -3.917 -5.910 0.173  0.0603
H -3.920 2.433 -3.617  0.0408
H -2.525 -1.646 2.775  0.0539
H -6.326 -0.860 -7.266  0.0460
H -6.082 -2.454 -8.024  0.0490
H -1.295 6.769 4.900  0.0744
H 0.278 3.427 1.715  0.1060
H 9.236 9.308 9.139  0.0534
H 3.021 -7.458 -3.928  0.0530
H -3.559 -2.550 1.643  0.0564
H 3.710 -10.782 3.696  0.0543
H -1.010 7.808 3.485  0.0795
H -4.018 -4.405 -0.782  0.0318
H 7.701 9.994 9.768  0.0588
H -2.087 -1.797 -0.998  0.0611
H 1.795 5.891 2.729  0.1322
H 5.052 -11.329 2.636  0.0590
H 6.406 7.357 7.354  0.0501
H 1.953 3.677 1.227  0.1364
H 7.879 7.232 8.347  0.0537
H 3.610 -10.548 1.934  0.0398
H -1.200 -12.483 -4.420  0.0553
H -1.799 -2.484 1.368  0.0253

Record 3
An isolated molecule of C22H30N2O4S. Source: the OMol25 dataset; level of theory: ωB97M-V/def2-TZVPD.

The value obtained for the highest occupied orbital energy is -8.73 eV. Its relative energy (zero: lowest compared OMol25 entry of this formula, charge and spin) is 0.1401 eV. The charge is 0. Its SMILES is C[C@H]1Cc2cc(S(=O)(=O)CCC(=O)NC3CCCCC3)ccc2N1C(=O)C1CC1. As for the spin multiplicity: 1. The calculation puts the HOMO-LUMO gap at 9.2 eV. The calculated total energy comes out at -1665.0153 a.u.

Last column: Löwdin charge in e.
Atoms and positions in Å:
S 3.712 -1.856 0.957  0.7144
O 4.057 -3.218 1.268  -0.3060
O -2.882 -0.333 1.828  0.0767
O 3.609 1.388 -2.057  0.0627
O 4.056 -0.847 1.935  -0.3289
N -2.127 -1.515 0.053  0.0681
N 3.076 1.231 0.132  0.1138
C 1.181 -1.186 1.714  -0.0620
C 1.473 2.462 1.488  -0.1435
C 0.273 3.404 1.462  -0.1892
C -2.261 -2.013 -1.323  -0.2871
C -2.489 -0.846 -2.284  -0.0174
C -0.790 -1.559 0.439  -0.1402
C -3.121 -0.916 0.789  -0.3878
C 0.798 1.556 -0.759  -0.1394
C -5.621 -0.711 1.228  -0.0938
C -0.866 2.798 0.647  -0.1984
C -0.924 -2.716 -1.622  -0.0574
C -4.509 -1.018 0.258  -0.1993
C 1.935 -1.773 0.716  -0.2784
C 3.827 0.950 -0.944  -0.5056
C -0.196 -1.071 1.594  0.0151
C -0.026 -2.215 -0.535  -0.1422
C 1.339 -2.328 -0.406  0.0027
C 1.943 2.144 0.073  -0.2931
C 4.996 0.008 -0.658  -0.1247
C 4.542 -1.439 -0.627  -0.1928
C -5.291 0.273 0.164  -0.0934
C -0.393 2.508 -0.774  -0.1858
H -0.786 -0.604 2.363  0.1089
H 5.728 0.142 -1.457  0.1272
H -6.530 -1.286 1.148  0.1038
H -0.553 -2.466 -2.615  0.1252
H -1.203 1.873 1.118  0.1003
H 5.455 0.257 0.299  0.1141
H -3.375 -0.280 -2.011  0.0725
H 0.568 4.357 1.017  0.1150
H -4.776 1.176 0.457  0.1088
H -0.102 3.443 -1.258  0.1170
H -4.701 -1.768 -0.494  0.1263
H -1.018 -3.803 -1.560  0.1286
H 3.847 -1.663 -1.431  0.0977
H 2.286 3.061 -0.424  0.1590
H 5.383 -2.128 -0.669  0.1053
H -0.061 3.599 2.482  0.1104
H -5.322 -0.475 2.238  0.1052
H -1.209 2.073 -1.356  0.0953
H 3.304 0.793 1.016  0.1014
H 0.501 0.599 -0.327  0.0931
H 1.928 -2.841 -1.150  0.1257
H 1.158 1.382 -1.773  0.1128
H -1.711 3.489 0.623  0.1090
H 1.692 -0.812 2.587  0.1168
H -3.093 -2.720 -1.383  0.1386
H 1.188 1.531 1.981  0.1033
H 2.291 2.912 2.053  0.1212
H -1.630 -0.179 -2.259  0.0802
H -2.614 -1.220 -3.297  0.0874
H -5.965 0.394 -0.671  0.1030

Record 4
An isolated molecule of C6H6. Source: the OMol25 dataset; level of theory: ωB97M-V/def2-TZVPD.

The value obtained for the highest occupied orbital energy is -9.27 eV. Its relative energy (zero: lowest compared OMol25 entry of this formula, charge and spin) is 3.4982 eV. The charge is 0. Its SMILES is C#CC#CCC. As for the spin multiplicity: 1. The calculation puts the HOMO-LUMO gap at 10.3 eV. The calculated total energy comes out at -232.0978 a.u.

Last column: Löwdin charge in e.
Atoms and positions in Å:
C -2.955 2.493 0.011  0.1177
C 1.480 -1.309 0.722  -0.1087
C -2.151 1.602 -0.105  -0.1607
C -1.140 0.681 -0.291  -0.0515
C -0.165 0.005 -0.518  -0.0251
C 1.063 -0.773 -0.651  -0.2550
H 0.914 -1.591 -1.365  0.1121
H 2.379 -1.927 0.653  0.0705
H -3.612 3.331 0.063  0.0291
H 1.674 -0.477 1.405  0.0786
H 1.846 -0.128 -1.071  0.1151
H 0.669 -1.908 1.146  0.0779

Record 5
A cluster of 2 separate species, C3H6N5OS in total in a non-equilibrium geometry. Source: the OMol25 dataset; level of theory: ωB97M-V/def2-TZVPD.

The value obtained for the highest occupied orbital energy is -3.19 eV. Its relative energy (zero: lowest compared OMol25 entry of this formula, charge and spin) is 1.3593 eV. The charge is -1. As for the spin multiplicity: 1. The calculation puts the HOMO-LUMO gap at 6.6 eV. The calculated total energy comes out at -865.0706 a.u.

Last column: Löwdin charge in e.
Atoms and positions in Å:
S 1.188 2.748 0.131  0.5356
O -1.793 0.795 0.767  -0.0152
N 3.057 -1.685 -0.019  -0.1372
N 3.422 0.400 0.181  0.0241
N 3.990 -0.873 -0.078  -0.1013
N 1.821 -1.113 0.108  -0.0161
N 1.030 0.973 0.322  -0.3538
C -1.444 -0.125 0.090  -0.4275
C 2.088 0.220 0.245  -0.6610
C -1.091 -1.509 0.404  -0.0709
H -1.452 -1.586 1.438  0.0875
H -1.319 -2.198 -0.382  0.0720
H -1.386 0.093 -0.952  0.0905
H -0.023 -1.342 0.565  0.0257
H -0.093 3.050 0.422  -0.2014
H 3.964 1.317 0.053  0.1488